{"formula": "C10H35O7", "method": "the ωB97M-V functional and the def2-TZVPD basis", "homo_ev": -12.82, "de_lowest_kj_mol": 761.51, "charge": 1, "homo_lumo_gap_ev": 10.31, "e_tot_ha": -928.1244, "species": ["O", "H", "H", "H", "C", "O", "H", "H", "H", "H", "C", "O", "H", "H", "H", "H", "C", "O", "H", "H", "H", "H", "C", "O", "H", "H", "H", "H", "C", "C", "C", "O", "H", "H", "H", "H", "H", "H", "H", "H", "C", "C", "C", "O", "H", "H", "H", "H", "H", "H", "H", "H"], "coordinates": [[-0.625386, -46.938410, 11.373038], [-1.610105, -46.919084, 11.866967], [-0.280329, -47.528855, 11.963431], [-0.274192, -46.164464, 11.317792], [1.169214, -49.773264, 13.383289], [0.265445, -48.834481, 13.128490], [1.360786, -49.956595, 14.517668], [2.176391, -49.642741, 12.813181], [0.854472, -50.748963, 13.081418], [-0.488762, -48.971548, 13.557016], [-4.038904, -46.452711, 12.645827], [-2.721633, -46.443726, 13.044547], [-3.952640, -46.258642, 11.668955], [-4.417659, -45.532158, 12.894937], [-4.504738, -47.468722, 12.891211], [-2.529733, -46.321657, 14.060351], [-1.856488, -49.977254, 10.141260], [-2.911905, -49.165013, 10.571719], [-1.462624, -49.726011, 9.136986], [-2.039328, -50.987790, 10.450821], [-0.800947, -49.777486, 10.781916], [-3.726886, -49.872574, 10.588948], [3.248306, -46.184607, 11.028810], [2.022877, -45.977265, 10.408792], [3.929238, -46.672536, 10.291035], [3.099704, -46.926100, 11.801223], [3.945406, -45.390523, 11.453938], [1.925631, -45.397548, 9.596656], [0.647487, -45.436303, 14.336482], [0.352750, -44.109912, 13.757630], [1.625742, -43.127426, 13.428191], [-0.353602, -44.474953, 12.465195], [-0.447158, -45.778794, 14.557430], [0.973850, -45.390323, 15.344935], [1.254763, -46.039056, 13.774592], [-0.537002, -43.529188, 14.317551], [1.212042, -42.273493, 13.009126], [2.428032, -43.887013, 13.249840], [1.875662, -42.919784, 14.436708], [-1.118191, -43.831704, 12.366508], [-0.927073, -45.703428, 7.334969], [-1.844360, -44.748462, 8.140813], [-3.208612, -45.282327, 8.219899], [-1.364272, -44.682849, 9.534587], [-0.854059, -46.738298, 7.899241], [-0.012053, -45.296326, 7.377766], [-1.193468, -45.903142, 6.356028], [-1.949641, -43.839020, 7.786168], [-3.801160, -45.271574, 7.311452], [-3.925670, -44.626876, 8.902954], [-3.224956, -46.482939, 8.599147], [-1.937620, -44.001054, 9.697339]], "forces_ev_per_a": [[-9.0, -6.6, -1.2], [1.6, 1.2, -1.0], [3.4, -3.1, 2.7], [4.0, 8.8, -0.2], [4.5, -3.2, 1.8], [2.4, 4.1, -3.7], [0.1, 0.9, -1.7], [-1.8, 0.4, 1.2], [-0.5, -0.8, -0.6], [-4.8, -1.1, 2.9], [-0.5, -2.9, 2.0], [3.9, -0.3, 3.2], [-0.1, -0.4, -4.3], [-2.2, 1.6, 1.8], [-0.1, 1.9, -0.3], [-0.9, -0.4, -3.1], [4.4, 1.0, 1.7], [-3.4, -2.5, 0.2], [-0.9, -0.7, 0.2], [0.0, -0.8, -0.9], [-2.7, -0.1, -1.1], [2.7, 3.2, 0.0], [2.9, -0.6, -1.1], [-1.9, 1.4, -0.8], [-0.3, 0.1, 0.5], [-0.2, -0.1, 0.3], [-1.7, 0.0, -0.5], [1.1, -0.9, 1.7], [-4.3, 1.1, 2.6], [-1.5, 2.8, -2.1], [-1.9, -5.2, 3.1], [-0.7, 1.7, 0.6], [2.0, -0.5, -0.9], [1.0, 0.3, 0.9], [1.2, -1.7, -1.6], [2.4, -1.2, -0.6], [0.4, 1.4, -1.8], [-0.4, 1.4, -1.6], [0.4, 1.0, 1.2], [1.6, -1.2, 0.0], [-2.3, -2.0, 3.8], [1.0, -6.3, 1.3], [-3.6, -2.7, 2.2], [1.8, -1.9, -2.2], [-0.3, 2.0, -1.0], [3.6, 1.3, -0.2], [-0.8, -0.1, -1.9], [0.4, 4.7, -2.0], [0.4, -0.1, -0.6], [1.6, -1.4, -0.8], [0.0, 3.4, -0.8], [-1.8, 2.9, 2.3]], "lowdin_charge": [0.29, 0.20, 0.03, -0.02, -0.19, -0.08, 0.12, 0.13, 0.06, 0.04, -0.12, -0.17, 0.04, 0.07, 0.14, 0.17, -0.20, -0.18, 0.08, 0.07, 0.11, 0.17, -0.19, -0.14, 0.09, 0.06, 0.10, 0.13, -0.06, -0.38, 0.01, -0.15, 0.11, 0.08, 0.05, 0.17, 0.05, 0.09, 0.05, 0.11, -0.01, -0.45, -0.09, -0.04, 0.13, 0.02, 0.06, 0.09, 0.07, 0.11, 0.15, 0.02]}

{"formula": "C10H36N9O11", "method": "the ωB97M-V functional and the def2-TZVPD basis", "homo_ev": -6.93, "de_lowest_kj_mol": 0.00, "charge": -1, "homo_lumo_gap_ev": 9.57, "e_tot_ha": -1723.1657, "species": ["N", "O", "O", "O", "C", "O", "H", "H", "H", "H", "C", "O", "H", "H", "H", "H", "C", "O", "H", "H", "H", "H", "C", "O", "N", "N", "H", "H", "H", "H", "C", "O", "N", "N", "H", "H", "H", "H", "C", "O", "N", "N", "H", "H", "H", "H", "C", "O", "N", "N", "H", "H", "H", "H", "C", "C", "C", "O", "H", "H", "H", "H", "H", "H", "H", "H"], "coordinates": [[0.226119, 0.194947, -0.357607], [-0.745483, -0.412343, 0.177866], [1.389769, -0.141446, -0.020379], [0.020917, 1.167167, -1.083068], [3.158611, 0.980340, 2.575671], [3.311643, 1.410004, 1.253579], [4.100065, 1.111582, 3.127295], [2.463239, 1.605455, 3.150839], [2.966616, -0.096705, 2.619846], [2.666654, 0.998272, 0.662227], [-1.912424, 0.988468, -4.513674], [-2.289469, 2.357804, -4.556759], [-1.452239, 0.709750, -3.566077], [-2.753682, 0.375572, -4.844652], [-1.122321, 0.845415, -5.254787], [-2.894706, 2.552009, -3.837784], [-0.845208, -2.965035, 2.888666], [-1.116809, -2.915481, 1.510133], [-1.597928, -2.491983, 3.532354], [-0.773102, -4.000450, 3.220582], [0.093994, -2.465897, 3.153667], [-1.036799, -1.982548, 1.251400], [-1.895904, -2.357372, -2.849564], [-2.896165, -1.788908, -2.414548], [-1.967908, -3.451729, -3.668835], [-0.644204, -1.938946, -2.548972], [-2.823860, -3.553467, -4.181379], [-1.189290, -4.040255, -3.883639], [0.235919, -2.328875, -2.820873], [-0.633278, -1.216872, -1.847627], [-3.771624, 1.559880, 0.583062], [-4.502636, 2.419994, 1.088363], [-2.867119, 1.903576, -0.387642], [-3.885671, 0.211458, 0.712285], [-2.859198, 2.837539, -0.748136], [-2.074941, 1.336459, -0.642018], [-3.310240, -0.343213, 0.100902], [-4.591951, -0.187602, 1.297133], [3.311702, -3.213329, 0.512192], [4.192458, -4.043296, 0.767467], [3.582213, -1.879120, 0.363987], [1.995229, -3.558026, 0.411995], [4.544796, -1.673694, 0.562997], [2.852943, -1.181831, 0.412061], [1.426593, -2.747167, 0.213209], [1.757943, -4.509283, 0.226018], [3.667461, 1.600109, -3.179460], [2.635515, 1.495666, -3.836568], [4.835220, 2.009520, -3.778214], [3.788434, 1.301810, -1.854752], [5.609871, 2.374467, -3.257551], [4.670056, 2.388558, -4.695972], [2.992994, 0.914571, -1.376891], [4.656145, 1.462588, -1.387791], [-2.461890, 2.844221, 3.892214], [-1.158853, 2.199054, 3.381126], [-1.113278, 0.687906, 3.562083], [-0.930451, 2.528346, 2.025388], [-2.521231, 3.781082, 3.346114], [-2.402598, 2.809678, 4.980255], [-3.302275, 2.202353, 3.613005], [-0.393856, 2.696050, 3.996067], [-1.952160, 0.297827, 2.973649], [-1.240840, 0.351150, 4.592737], [-0.197556, 0.230451, 3.182751], [-1.023974, 1.743775, 1.474036]], "forces_ev_per_a": [[-0.5, 0.9, 1.4], [0.2, 0.1, -0.5], [0.0, -0.1, -0.6], [0.3, -0.7, -0.1], [0.5, -0.1, 0.6], [0.7, 0.4, -0.4], [0.1, 0.0, -0.4], [-0.5, -0.4, -0.3], [-0.5, 0.2, 0.2], [-0.4, 0.1, 0.5], [0.3, 0.2, -0.6], [0.1, 0.3, -0.1], [-0.5, -0.2, 0.2], [0.0, -0.3, 0.5], [0.0, 0.2, -0.1], [0.0, -0.2, 0.1], [0.3, 0.1, 0.7], [-0.1, 0.3, 0.2], [-0.3, 0.0, -0.3], [0.0, -0.1, -0.2], [0.1, -0.1, -0.2], [0.0, -0.2, -0.3], [-0.3, 0.1, 0.3], [0.5, -0.3, -0.5], [-0.5, -0.1, -0.2], [0.0, 0.7, 0.7], [0.0, -0.2, 0.1], [0.2, 0.1, -0.1], [-0.1, -0.3, -0.3], [0.0, -0.1, 0.0], [-1.0, 1.3, -1.3], [0.4, -1.1, 0.2], [0.4, 0.0, -0.2], [0.4, 0.1, 0.5], [0.0, 0.2, 0.5], [0.0, -0.2, 0.0], [-0.2, -0.4, 0.1], [0.0, 0.0, 0.1], [0.7, -1.1, 0.7], [-0.4, 0.5, -0.5], [0.2, -0.6, 0.0], [0.6, 1.5, 0.0], [-0.1, 0.4, 0.1], [0.3, -0.1, -0.1], [-0.9, -0.7, -0.2], [-0.3, 0.0, 0.0], [-0.8, -0.2, 0.0], [0.6, -0.1, 0.5], [0.2, 0.1, -0.6], [-0.2, 0.1, -0.7], [0.0, 0.1, 0.1], [0.2, 0.1, 0.1], [-0.1, 0.0, 0.0], [0.0, -0.1, 0.4], [0.5, -1.7, -0.8], [0.1, 0.0, 0.7], [-0.4, 0.0, -0.1], [0.2, 0.2, 0.0], [-0.3, 0.4, 0.7], [-0.2, 0.8, 0.0], [-0.1, 0.3, -0.2], [0.4, -0.2, -0.4], [0.1, -0.2, 0.1], [-0.1, 0.2, 0.1], [0.1, 0.2, -0.1], [-0.1, 0.0, 0.0]], "lowdin_charge": [-0.54, -0.06, -0.08, 0.04, -0.18, -0.14, 0.07, 0.07, 0.07, 0.01, -0.16, -0.13, 0.06, 0.08, 0.08, 0.06, -0.19, -0.13, 0.07, 0.07, 0.07, 0.02, -0.68, 0.01, 0.14, 0.18, 0.09, 0.09, 0.10, 0.06, -0.67, -0.01, 0.16, 0.17, 0.10, 0.04, 0.08, 0.10, -0.68, -0.02, 0.16, 0.17, 0.10, 0.03, 0.07, 0.10, -0.67, 0.02, 0.13, 0.18, 0.08, 0.09, 0.06, 0.09, -0.05, -0.50, -0.06, -0.05, 0.08, 0.07, 0.06, 0.12, 0.07, 0.08, 0.07, 0.04]}